[1]
This record from the OMol25 dataset describes a molecular structure, C49H56AlGeN6P2. The level of theory is the ωB97M-V functional and the def2-TZVPD basis.

Properties
orbital gap: 4.492 eV
net charge: -1
E_HOMO: -2.0 eV

XYZ file:
```
115
Properties=species:S:1:pos:R:3:mulliken_charge:R:1
Al 0.5625 1.2770 0.7826 0.45
C -1.9952 -0.1701 2.8999 -1.28
C -2.6935 1.0082 2.2199 0.60
C -4.2073 0.8232 2.3083 -1.89
P -1.9907 1.3731 0.5375 1.88
C -2.8106 3.0243 0.0808 2.44
C -2.7432 3.9812 1.2751 -1.71
C -4.1694 3.1228 -0.6124 -1.75
C -2.6772 0.2053 -0.6954 0.41
C -4.0362 0.0221 -0.9239 -1.06
C -4.5092 -0.6343 -2.0578 -1.17
C -3.5953 -1.0525 -3.0121 -1.26
C -2.2311 -0.9197 -2.7990 0.18
C -1.7487 -0.3891 -1.5941 0.42
N -0.4056 -0.3881 -1.2368 1.37
C 0.6104 -0.6599 -2.2031 -2.31
C 0.7263 -1.8980 -2.8348 0.92
C 1.7456 -2.1321 -3.7457 -1.42
C 2.6551 -1.1301 -4.0526 -1.25
C 2.5324 0.1107 -3.4384 -0.33
C 1.5273 0.3571 -2.5079 0.30
P 1.2460 1.9709 -1.6813 1.47
C 0.5462 2.9072 -3.1233 0.30
C -0.7294 2.2198 -3.6163 -1.15
C 0.2566 4.3738 -2.8014 -1.65
C 2.9291 2.7089 -1.3859 1.14
C 3.8379 1.7009 -0.6691 -1.46
C 3.6682 3.3523 -2.5599 -1.64
H -2.3603 -0.2759 3.9281 0.65
H -0.9117 -0.0506 2.9340 -0.06
H -2.1977 -1.0997 2.3662 0.19
H -2.4214 1.9117 2.7703 0.69
H -4.4981 -0.1545 1.9158 0.30
H -4.7635 1.5927 1.7735 0.33
H -4.5149 0.8596 3.3584 0.47
H -2.0764 3.3834 -0.6517 -1.37
H -3.5599 3.7803 1.9764 0.31
H -2.8401 5.0175 0.9399 0.42
H -1.7964 3.9103 1.8156 0.40
H -4.9964 2.8541 0.0503 0.28
H -4.2304 2.4947 -1.5013 0.41
H -4.3351 4.1605 -0.9262 0.43
H -4.7537 0.4497 -0.2365 0.43
H -5.5734 -0.7685 -2.2103 0.43
H -3.9430 -1.5105 -3.9317 0.36
H -1.5406 -1.2839 -3.5456 0.55
H 0.0152 -2.6795 -2.6072 0.35
H 1.8262 -3.1054 -4.2157 0.44
H 3.4475 -1.3052 -4.7708 0.40
H 3.2265 0.8975 -3.7043 0.06
H 1.3072 2.8404 -3.9067 0.80
H -1.4717 2.1464 -2.8158 -0.06
H -0.5391 1.2095 -3.9793 0.09
H -1.1722 2.7977 -4.4329 0.65
H -0.6230 4.4571 -2.1581 0.18
H 0.0376 4.9146 -3.7259 0.51
H 1.0791 4.8799 -2.2951 0.34
H 2.6949 3.4924 -0.6590 0.09
H 4.1639 0.9070 -1.3458 0.32
H 3.3445 1.2290 0.1835 0.08
H 4.7248 2.2140 -0.2880 0.55
H 4.0302 2.6163 -3.2810 0.28
H 4.5465 3.8772 -2.1735 0.48
H 3.0636 4.0816 -3.0987 0.34
N 3.0940 0.3097 3.8788 0.32
C 2.4877 -0.1230 2.7966 -1.23
N 1.8144 0.8861 2.2520 0.64
C 2.1154 1.9955 3.0727 0.61
N 2.8850 1.6385 4.1270 -1.31
C 1.5990 3.1951 2.6082 0.06
C 1.7061 4.4697 3.1913 -0.60
N 1.2952 5.5909 2.6655 -0.84
C 0.7410 5.4272 1.3701 -0.56
C 0.5359 4.2380 0.7824 -0.37
N 0.8722 3.0181 1.3565 1.01
H 3.6771 -0.2230 4.4982 0.24
H 2.5844 -1.1175 2.3907 1.10
H 2.1798 4.5258 4.1719 0.46
H 0.4578 6.3379 0.8561 0.35
H 0.0594 4.1884 -0.1894 0.18
C -0.0224 -0.5073 0.2075 -0.05
Ge 0.3480 -2.2859 0.7388 0.75
C -0.5642 -3.6079 -0.4257 -0.40
C -1.8842 -3.3861 -0.8312 0.05
C -2.5436 -4.2785 -1.6704 -0.80
C -1.8928 -5.4211 -2.1193 -0.87
C -0.5833 -5.6647 -1.7212 -0.84
C 0.0723 -4.7647 -0.8862 -0.25
C -0.3147 -2.8958 2.5415 -0.04
C 0.3017 -2.5889 3.7600 0.05
C -0.1818 -3.0590 4.9763 -0.82
C -1.3110 -3.8645 5.0137 -0.61
C -1.9460 -4.1864 3.8231 -0.81
C -1.4521 -3.7096 2.6120 -0.12
C 2.2335 -2.9114 0.7388 -0.23
C 2.6760 -3.9850 1.5173 -0.80
C 3.9836 -4.4537 1.4154 -0.74
C 4.8712 -3.8571 0.5267 -0.63
C 4.4496 -2.7860 -0.2520 -0.85
C 3.1442 -2.3185 -0.1408 -0.01
H -2.4059 -2.4910 -0.5003 0.48
H -3.5601 -4.0700 -1.9833 0.44
H -2.4009 -6.1153 -2.7783 0.36
H -0.0696 -6.5556 -2.0652 0.42
H 1.1015 -4.9619 -0.6037 0.36
H 1.1766 -1.9578 3.7827 0.17
H 0.3242 -2.7909 5.8973 0.40
H -1.6907 -4.2355 5.9590 0.34
H -2.8303 -4.8144 3.8319 0.39
H -1.9742 -3.9832 1.7045 0.36
H 1.9929 -4.4630 2.2128 0.36
H 4.3094 -5.2855 2.0291 0.40
H 5.8872 -4.2251 0.4428 0.37
H 5.1370 -2.3133 -0.9448 0.42
H 2.8249 -1.4692 -0.7416 0.00
```


[2]
This record from the OMol25 dataset describes a molecular structure, C49H56N4O2S3SeTb in a non-equilibrium geometry. The level of theory is the ωB97M-V functional and the def2-TZVPD basis.

Properties
2S+1: 7
ΔE to the lowest compared entry with this formula, charge and spin: 0.580 eV
orbital gap (alpha / beta): 6.221 / 6.229 eV
net charge: -1
E_HOMO (alpha / beta): -4.1 / -4.1 eV

XYZ file:
```
116
Properties=species:S:1:pos:R:3:mulliken_charge:R:1
Tb 0.4739 -1.9087 -1.2485 -0.76
C -4.4712 4.8187 0.9716 -2.28
C -3.1129 4.6947 0.3038 2.22
C -3.2904 5.1333 -1.1713 -1.72
C -2.0828 5.5909 1.0166 -1.68
C -2.6037 3.2725 0.2995 -0.56
C -1.4161 2.9330 -0.3088 -0.70
C -0.9558 1.6227 -0.3837 0.63
Se 0.7266 1.4570 -1.2548 0.18
C 1.7233 1.4489 0.3769 -0.59
C 2.2081 2.6528 0.8352 -0.05
C 3.0469 2.7272 1.9314 -0.27
C 3.3084 1.5239 2.5908 0.06
C 2.7313 0.3095 2.2721 -0.54
C 2.0041 0.2335 1.0346 0.67
O 1.6698 -0.9023 0.4917 0.58
C 2.8918 -0.9227 3.1836 2.67
C 1.5754 -1.4656 3.6728 -1.60
C 3.6477 -0.5055 4.4555 -2.51
C 3.7697 -2.0059 2.5381 -1.52
C 3.6113 4.0376 2.4541 1.87
C 5.1523 3.8766 2.5576 -1.64
C 3.3024 5.2050 1.5277 -1.92
C 3.0558 4.2367 3.8781 -1.54
C -1.7067 0.5200 0.1284 0.03
O -1.2904 -0.6872 0.0089 -0.08
C -2.9361 0.8633 0.7837 -0.07
C -3.2935 2.1985 0.8959 0.09
C -3.8495 -0.2383 1.2759 2.31
C -3.1678 -1.1383 2.3342 -1.54
C -4.4259 -1.0587 0.0873 -0.89
C -5.0721 0.4379 1.9955 -2.40
H -4.8490 5.8203 0.9214 0.47
H -4.4344 4.5363 2.0429 0.36
H -5.2266 4.1919 0.4516 0.39
H -3.7953 6.1194 -1.2663 0.40
H -3.9040 4.4271 -1.7147 0.37
H -2.3380 5.1788 -1.7085 0.30
H -2.3996 6.6288 1.0900 0.47
H -1.1229 5.5577 0.4764 0.30
H -1.9338 5.2433 2.0257 0.34
H -0.7562 3.6911 -0.7415 0.15
H 1.9389 3.5544 0.2522 0.16
H 4.0296 1.5647 3.4446 -0.06
H 0.9953 -0.7063 4.2202 0.32
H 1.7737 -2.3308 4.3205 0.50
H 0.9481 -1.7702 2.8315 0.06
H 3.1333 0.2827 5.0407 0.35
H 4.6480 -0.1649 4.2385 0.43
H 3.7576 -1.3875 5.0989 0.50
H 3.3118 -2.4131 1.6393 -0.10
H 3.8772 -2.8274 3.2722 0.52
H 4.7833 -1.6302 2.3646 0.34
H 5.5119 3.4397 1.6242 0.31
H 5.3721 3.1761 3.3481 0.32
H 5.6403 4.8404 2.7447 0.47
H 3.7045 5.0136 0.5209 0.40
H 3.7814 6.1467 1.8690 0.40
H 2.2407 5.4756 1.4076 0.23
H 3.2574 3.3669 4.5034 0.31
H 1.9675 4.3936 3.8424 0.30
H 3.4772 5.1117 4.3698 0.44
H -4.1696 2.4244 1.5285 0.27
H -2.2617 -1.6070 1.9359 0.02
H -3.8786 -1.8973 2.6989 0.48
H -2.9312 -0.5052 3.2094 0.36
H -3.6172 -1.4918 -0.5153 -0.53
H -5.0551 -0.4313 -0.5621 0.32
H -5.0470 -1.8599 0.4781 0.49
H -4.7081 0.9966 2.8562 0.48
H -5.7582 -0.3073 2.4235 0.42
H -5.6898 1.0901 1.3323 0.31
S -2.8149 -1.3332 -5.2650 -0.36
C -3.0401 0.0512 -4.2834 -0.49
C -2.3320 0.0673 -3.1182 -0.60
C -1.4543 -1.0417 -2.9580 -0.40
C -1.6605 -1.9138 -4.0224 0.96
C -0.8919 -3.1179 -4.1865 0.61
C -1.1472 -4.0368 -5.2436 -0.90
C -0.1800 -4.9781 -5.5874 -0.54
C 0.9645 -5.0676 -4.7480 -0.95
C 1.0928 -4.2372 -3.6635 -0.19
N 0.1653 -3.2981 -3.3241 0.57
H -3.6829 0.8273 -4.6676 0.44
H -2.4556 0.8936 -2.4204 0.37
H -2.0681 -3.8934 -5.8359 0.44
H -0.2952 -5.6565 -6.4394 0.39
H 1.7446 -5.8295 -4.9603 0.37
H 1.9527 -4.2765 -3.0158 0.39
S 2.3979 -3.8536 -0.5432 -0.45
C 0.9037 -4.5136 -0.0795 0.64
N -0.2752 -3.8585 -0.2238 0.48
C -1.3781 -4.6786 0.0193 -0.77
C -2.7408 -4.3892 -0.1602 0.07
C -3.6942 -5.3538 0.1840 -0.78
C -3.2784 -6.6013 0.7007 -0.43
C -1.9300 -6.8947 0.8768 -0.52
C -0.9801 -5.9528 0.4875 0.86
S 0.7707 -6.1644 0.5530 -0.36
H -2.9896 -3.4117 -0.6032 0.14
H -4.7657 -5.1488 0.0121 0.38
H -4.0202 -7.3554 0.9724 0.35
H -1.5776 -7.8607 1.2674 0.34
N 1.3604 -0.1795 -4.5872 -0.09
C 2.4838 -0.5014 -3.9111 0.60
C 3.6944 -0.3329 -4.6220 -0.92
C 4.9007 -0.5283 -3.9928 -0.44
C 4.8908 -0.8348 -2.6177 -1.10
C 3.6448 -0.9204 -1.9887 -0.58
N 2.4344 -0.9118 -2.6199 0.80
H 1.4789 0.0151 -5.5636 0.21
H 0.4076 -0.3795 -4.2222 -0.03
H 3.6098 0.0685 -5.6307 0.32
H 5.8540 -0.4687 -4.5294 0.38
H 5.7938 -0.9650 -1.9707 0.39
H 3.6093 -1.0858 -0.9188 0.53
```